# 1
{
  "formula": "C3H7Br2OP",
  "method": "ωB97M-V/def2-TZVPD",
  "species": ["C", "C", "C", "O", "P", "Br", "Br", "H", "H", "H", "H", "H", "H", "H"],
  "positions_angstrom": [[-1.695434, 0.377484, -0.244680], [-0.080159, 0.482445, -0.083758], [0.464318, -0.783564, -0.938795], [1.865040, -0.850916, -1.382539], [0.986937, 0.323769, 1.414147], [0.932507, -1.299460, 2.550740], [0.814151, 2.259813, 2.232482], [-1.938909, -0.143124, 0.663622], [-1.922795, 1.435420, -0.054296], [-2.054300, 0.143445, -1.223560], [0.268399, 1.436755, -0.473781], [-0.227315, -0.767216, -1.726661], [0.228796, -1.643972, -0.279644], [2.358763, -0.970880, -0.453277]],
  "forces_ev_per_angstrom": [[3.11, 2.63, 2.37], [-0.60, -2.60, -1.44], [1.03, 0.79, 1.68], [-0.63, -0.12, 3.74], [2.37, 3.51, -5.43], [-1.46, -4.13, 3.53], [-0.74, 1.73, 1.73], [-1.18, -0.81, -0.31], [-0.71, -0.30, -0.03], [-0.12, -0.81, -0.27], [0.23, -0.08, -0.14], [-0.17, -0.48, -1.73], [0.11, 0.08, -0.58], [-1.25, 0.59, -3.12]],
  "lowdin_charge": [-0.065, -0.568, -0.309, -0.134, -0.175, 0.414, 0.308, 0.060, 0.066, 0.064, 0.071, 0.075, 0.085, 0.107],
  "smiles": "C[C@H](CO)P(Br)Br",
  "orbital_gap_ev": 8.19,
  "total_energy_ha": -5683.0615,
  "lumo_energy_ev": 0.3,
  "homo_ev": -7.9,
  "de_lowest_kj_mol": 310.41
}



# 2
{
  "formula": "C25H26LaN9O2S4Si",
  "method": "ωB97M-V/def2-TZVPD",
  "species": ["La", "O", "C", "C", "C", "C", "C", "C", "C", "O", "N", "N", "C", "S", "C", "C", "S", "H", "H", "H", "H", "H", "H", "H", "H", "H", "N", "C", "N", "C", "N", "C", "C", "N", "C", "C", "N", "H", "H", "H", "H", "H", "C", "Si", "C", "C", "C", "C", "C", "C", "N", "C", "S", "H", "H", "H", "H", "H", "H", "H", "H", "H", "H", "H", "H", "S", "C", "N"],
  "positions_angstrom": [[0.354457, 0.093442, -0.134286], [-0.373956, -4.145684, -4.374500], [-1.302849, -4.336527, -3.428334], [-2.367358, -5.208157, -3.715393], [-3.285342, -5.577025, -2.727486], [-3.107490, -5.140937, -1.416997], [-2.097564, -4.187430, -1.195611], [-1.285025, -3.676504, -2.188976], [-0.438645, -2.483040, -1.895006], [-0.533442, -1.941583, -0.705057], [0.403101, -2.044036, -2.844940], [1.167390, -0.971632, -2.468263], [2.037465, -0.546847, -3.431541], [3.477678, 0.348381, -3.092541], [4.065087, 0.667663, -4.800890], [2.900090, 0.487874, -5.779589], [1.899451, -0.876580, -5.104744], [0.086649, -3.325419, -4.057250], [-2.540269, -5.611957, -4.724128], [-4.111776, -6.205288, -3.037134], [-3.844243, -5.369730, -0.671873], [-1.991033, -3.786377, -0.200929], [4.893264, 0.000887, -5.060422], [4.441853, 1.694338, -4.857664], [3.179993, 0.130724, -6.773863], [2.369558, 1.397653, -5.959101], [-2.915867, 1.705148, -3.061134], [-2.518258, 0.740154, -2.210644], [-1.357063, 1.079503, -1.678941], [-0.977712, 2.234906, -2.323642], [-1.886830, 2.610012, -3.200575], [0.223796, 2.960950, -2.125079], [0.564832, 4.120289, -2.888705], [1.575146, 4.924020, -2.555483], [2.368955, 4.473083, -1.590241], [2.092308, 3.334519, -0.869039], [1.045652, 2.540134, -1.148390], [-3.715786, 1.672444, -3.709933], [-3.041417, -0.178003, -2.062285], [-0.052243, 4.369674, -3.767131], [3.167712, 5.153541, -1.352777], [2.755697, 2.981571, -0.064204], [0.602192, 1.640339, 7.058533], [-0.774292, 1.823918, 5.782391], [-0.382443, 3.391954, 4.797049], [-2.471094, 1.569304, 6.589724], [-0.534838, 0.447829, 4.497294], [-0.171035, -0.786761, 4.974918], [0.200256, -1.870003, 4.155121], [0.216520, -1.633536, 2.781696], [-0.158218, -0.429280, 2.296911], [-0.641729, 0.568160, 3.047607], [-1.179558, 1.964464, 2.136625], [0.475508, 2.372106, 7.839765], [1.603033, 1.777047, 6.637172], [0.659728, 0.670266, 7.546021], [-0.109354, 4.196545, 5.487031], [-1.255846, 3.699339, 4.231967], [0.437862, 3.253693, 4.129363], [-2.718894, 2.441563, 7.195242], [-2.460783, 0.704133, 7.240037], [-3.227334, 1.465082, 5.818606], [-0.188379, -0.905678, 6.067908], [0.454593, -2.842037, 4.574465], [0.543660, -2.331972, 2.005935], [3.994756, -2.962403, 1.159618], [3.202774, -1.651620, 0.743204], [2.556945, -0.680605, 0.460513]],
  "forces_ev_per_angstrom": [[0.62, 0.31, 1.94], [-0.07, 0.96, 0.26], [-0.84, -0.58, -0.66], [-0.43, -0.41, 0.12], [0.71, 0.25, -0.39], [0.54, 0.93, -0.86], [-1.34, -0.41, 0.76], [0.61, 0.06, -0.11], [1.10, 0.39, 0.18], [-0.33, -0.75, -1.43], [-1.70, -0.83, 0.21], [3.10, 1.27, -2.03], [-2.23, -0.76, 2.21], [0.44, 0.81, 0.72], [-0.11, 0.15, -0.49], [0.49, -1.05, 0.51], [-1.05, -0.78, -1.35], [0.45, -0.20, -0.46], [0.55, 0.35, 0.45], [-0.03, -0.05, 0.25], [0.10, -0.22, 0.45], [-0.01, 0.24, 0.11], [-0.22, -0.08, 0.32], [-0.08, -0.16, 0.23], [0.40, -0.03, 0.21], [-0.73, 0.54, 0.36], [1.41, -0.31, -0.35], [0.44, 1.13, -0.13], [-0.27, 0.04, -0.78], [-3.18, -1.41, -1.22], [-1.07, 0.31, -0.08], [2.51, 1.59, 0.11], [-0.81, -0.35, 0.28], [-0.49, -1.23, -0.93], [-0.45, 0.98, 0.37], [0.48, -1.39, 0.38], [-0.23, 1.01, -0.24], [0.86, 0.28, 0.57], [-0.31, -0.27, 0.37], [0.29, 0.08, 0.64], [0.40, -0.19, 0.34], [-0.32, 0.27, -0.46], [0.15, -0.38, -0.22], [0.56, -0.25, -0.94], [-1.05, 0.39, 1.60], [0.64, 0.90, -0.28], [-0.57, 0.33, -1.16], [0.11, -0.61, 0.35], [-0.18, -0.06, -0.71], [-0.02, 0.61, 0.98], [-0.28, -1.01, -0.37], [0.90, 0.29, 1.10], [0.15, -0.68, -0.48], [-0.05, 0.40, 0.38], [-0.19, 0.21, -0.21], [-0.28, -0.20, 0.10], [-0.06, 0.07, 0.05], [0.06, 0.15, -0.13], [0.50, -0.33, -0.50], [-0.13, 0.02, 0.10], [0.00, -0.29, 0.05], [-0.16, -0.12, -0.06], [0.24, -0.23, -0.46], [0.00, 0.28, -0.16], [-0.01, -0.08, 0.54], [0.38, -0.47, 0.11], [-1.29, 1.72, -0.41], [1.36, -1.13, 0.33]],
  "lowdin_charge": [1.868, 0.059, -0.281, -0.016, -0.091, -0.080, -0.029, -0.095, -0.395, -0.298, -0.014, -0.176, -0.937, 0.910, -0.490, -0.489, 0.935, 0.060, 0.119, 0.100, 0.092, 0.109, 0.082, 0.077, 0.077, 0.066, 0.064, -0.099, -0.024, -0.326, 0.140, -0.204, -0.036, 0.100, -0.108, -0.091, 0.028, 0.179, 0.142, 0.123, 0.112, 0.132, -0.183, 0.557, -0.235, -0.166, -0.242, -0.107, -0.053, -0.142, -0.198, -0.777, 0.455, 0.020, 0.040, 0.019, 0.025, -0.015, 0.003, 0.023, 0.025, 0.027, 0.099, 0.102, 0.099, 0.556, -1.036, -0.190],
  "orbital_gap_ev": 5.89,
  "total_energy_ha": -3525.5529,
  "lumo_energy_ev": -1.3,
  "homo_ev": -7.2,
  "de_lowest_kj_mol": 48.02
}



# 3
{
  "formula": "C2H5N3S",
  "method": "ωB97M-V/def2-TZVPD",
  "species": ["H", "N", "C", "N", "S", "N", "C", "H", "H", "H", "H"],
  "positions_angstrom": [[3.194697, -0.547176, -0.008390], [2.340832, -1.115247, 0.058796], [1.348748, -0.333528, -0.037887], [1.228823, 1.018807, -0.187807], [-0.216654, -1.255435, -0.108576], [-1.323909, 0.079989, 0.024303], [-2.580572, -0.219392, -0.008844], [0.334310, 1.423059, 0.059615], [1.997450, 1.552093, 0.224403], [-3.254298, 0.597389, 0.033640], [-3.069423, -1.200555, -0.049248]],
  "forces_ev_per_angstrom": [[0.00, -0.41, 0.11], [0.54, 0.95, -0.15], [-1.43, -1.02, -0.06], [0.90, 0.71, 0.57], [-0.06, 1.12, 0.22], [-1.25, -1.60, -0.31], [1.61, 0.09, 0.18], [-0.14, -0.31, -0.18], [-0.24, -0.32, -0.36], [-0.57, 0.85, 0.10], [0.64, -0.05, -0.11]],
  "lowdin_charge": [0.049, 0.029, -0.821, 0.063, 0.919, -0.364, -0.150, 0.053, 0.106, 0.047, 0.068],
  "smiles": "[H]/N=C(\\N)SN=C",
  "orbital_gap_ev": 9.68,
  "total_energy_ha": -641.6266,
  "lumo_energy_ev": 0.8,
  "homo_ev": -8.9,
  "de_lowest_kj_mol": 150.92
}



# 4
{
  "formula": "C2H6N2OS",
  "method": "ωB97M-V/def2-TZVPD",
  "species": ["H", "N", "C", "N", "O", "S", "C", "H", "H", "H", "H", "H"],
  "positions_angstrom": [[-0.034520, 2.869589, -0.232331], [0.584039, 2.158879, -0.024940], [0.253501, 1.046547, -0.186381], [1.169471, 0.035866, 0.125695], [1.297216, -1.059051, -0.869490], [-1.283670, 0.522259, -0.795904], [-1.283721, -0.900852, 0.382994], [2.089733, 0.390422, -0.113201], [1.226469, -1.838153, -0.395183], [-2.324000, -0.905461, 0.951331], [-1.078110, -1.823201, -0.066514], [-0.616408, -0.496847, 1.223922]],
  "forces_ev_per_angstrom": [[-1.75, 1.58, -0.22], [4.30, 6.17, 1.46], [-2.04, -6.06, -2.22], [2.70, -1.94, -0.99], [-0.81, 3.18, -1.20], [-0.82, -1.28, 0.32], [-2.77, 2.89, 3.32], [-0.07, 0.81, 1.02], [-0.31, -2.32, 1.82], [1.85, -0.27, -1.59], [0.50, -1.19, -0.38], [-0.79, -1.58, -1.35]],
  "lowdin_charge": [0.035, 0.138, -0.881, -0.050, -0.060, 0.895, -0.377, 0.124, 0.038, 0.077, -0.002, 0.063],
  "smiles": "[H]/N=C(/NO)SC",
  "orbital_gap_ev": 9.83,
  "total_energy_ha": -662.6244,
  "lumo_energy_ev": 0.7,
  "homo_ev": -9.1,
  "de_lowest_kj_mol": 374.00
}



# 5
{
  "formula": "C4H12N2",
  "method": "ωB97M-V/def2-TZVPD",
  "species": ["N", "C", "C", "C", "C", "N", "H", "H", "H", "H", "H", "H", "H", "H", "H", "H", "H", "H"],
  "positions_angstrom": [[-0.007264, -2.081577, 0.243198], [-0.079162, -1.390837, -1.152579], [-0.818652, -0.153937, -1.158103], [-0.052877, 1.145017, -0.531333], [0.794972, 0.880522, 0.610922], [0.319019, 1.608828, 1.825395], [-0.863697, -2.185390, 0.725390], [0.665694, -1.835098, 0.841501], [-0.755833, -2.179044, -1.654195], [0.907694, -1.332635, -1.687600], [-1.744374, -0.334796, -0.727821], [-1.131001, 0.162292, -2.268608], [-0.938679, 1.743315, -0.289638], [0.241988, 1.791108, -1.340050], [1.013781, -0.178438, 0.914543], [1.854196, 1.223630, 0.504753], [-0.056095, 2.555597, 1.523522], [-0.441646, 0.994117, 2.364610]],
  "forces_ev_per_angstrom": [[-1.42, -0.75, -4.57], [-0.25, -4.31, 0.84], [1.05, 4.18, -2.85], [-4.05, -1.55, -2.71], [2.77, 0.50, 3.01], [-1.82, -0.90, 1.12], [-1.04, 0.11, 0.04], [3.02, 1.18, 2.36], [1.37, 1.19, 0.01], [-0.79, -0.36, 0.91], [-1.77, -0.01, 1.33], [0.86, -0.78, 2.08], [0.12, 0.00, 0.92], [1.42, -0.27, -0.46], [-0.89, 1.27, -0.56], [-0.74, 0.16, -0.48], [0.26, -1.89, 0.81], [1.90, 2.24, -1.80]],
  "lowdin_charge": [0.009, -0.263, -0.228, -0.199, -0.333, -0.061, 0.048, -0.030, 0.123, 0.128, 0.068, 0.148, 0.094, 0.094, 0.094, 0.114, 0.078, 0.114],
  "smiles": "NCCCCN",
  "orbital_gap_ev": 9.90,
  "total_energy_ha": -269.0224,
  "lumo_energy_ev": 1.1,
  "homo_ev": -8.9,
  "de_lowest_kj_mol": 246.73
}